Run one
10
Properties=species:S:1:pos:R:3 method="wB97M-V/def2-TZVPD" molar_mass_g_mol=87.1 homo_energy_ev=-7.93 homo_lumo_gap_ev=8.23
S -0.8172 -0.9704 1.7727
N 0.0831 0.2307 0.5600
C -0.1654 0.7491 1.7894
C 0.4994 0.3592 -0.5540
C 0.2356 -0.5426 -1.7355
H -0.8324 -0.4518 -2.1076
H 0.8112 -0.0780 -2.5775
H -0.8532 1.5871 1.8246
H 0.4757 -1.6320 -1.5750
H 0.5632 0.7486 2.6029



Run two
10
Properties=species:S:1:pos:R:3 method="wB97M-V/def2-TZVPD" molar_mass_g_mol=87.1 homo_energy_ev=-9.46 homo_lumo_gap_ev=10.14 smiles="N=C=S.C=C"
S -3.1375 0.5381 -0.0637
N -1.1432 -1.2133 0.4247
C -2.1712 -0.6280 0.2076
C 0.5979 0.8967 -0.0886
C 1.7952 0.2943 -0.1144
H 2.0979 -0.5328 -0.8509
H -0.7823 -2.1100 0.1956
H 0.1672 1.6950 0.6008
H 2.5869 0.2928 0.7197
H -0.0108 0.7672 -1.0309



Run three
10
Properties=species:S:1:pos:R:3 method="wB97M-V/def2-TZVPD" molar_mass_g_mol=87.1 homo_energy_ev=-8.09 homo_lumo_gap_ev=7.89 smiles="N/C=C/C=S"
S -2.7352 0.7502 -1.4044
N 1.3965 0.0874 1.1081
C -0.5287 0.4001 -0.2452
C -1.3055 0.0271 -1.2434
C 0.5618 -0.3540 -0.0214
H -0.8013 0.8665 0.7207
H 1.9871 -0.6724 1.6845
H 0.7123 -1.2946 -0.4134
H 1.4545 1.0020 1.6459
H -0.7416 -0.8122 -1.8315



Run four
10
Properties=species:S:1:pos:R:3 method="wB97M-V/def2-TZVPD" molar_mass_g_mol=87.1 homo_energy_ev=-9.46 homo_lumo_gap_ev=9.40 smiles="N=C=S.C=C"
S 3.3497 -0.6177 -0.2540
N 1.5811 0.9630 0.9813
C 2.0725 0.1169 0.2549
C -0.8162 0.0928 -0.5628
C -1.9953 -0.4993 -0.3926
H 1.4433 1.0480 1.9640
H -2.2431 -1.4293 -0.9047
H -0.3129 0.8296 0.0440
H -0.1554 -0.3718 -1.3398
H -2.9236 -0.1322 0.2096



Of them, the most stable is run two and the least stable is run one.



Run one
18
Properties=species:S:1:pos:R:3 method="wB97M-V/def2-TZVPD" molar_mass_g_mol=105.1 homo_energy_ev=-8.60 homo_lumo_gap_ev=9.27 smiles=C[C@H]([O-])[NH2+]C(N)N
O -1.3807 1.5471 0.7957
N -0.5501 -0.5379 0.5100
N 1.5622 0.5309 0.2178
N 1.5336 -1.7117 1.0206
C -1.5008 0.7163 -0.2268
C -0.9613 1.1139 -1.5830
C 0.8841 -0.7415 0.1686
H -1.0318 -1.4310 0.5767
H -1.4998 2.0057 -1.9096
H 0.9135 -1.1419 -0.8526
H 2.5168 0.4232 0.5285
H -0.7282 0.2666 1.3247
H 1.4244 -1.4877 2.0038
H 1.0592 1.2339 0.7496
H 0.0962 1.3629 -1.5155
H -1.1061 0.3237 -2.3227
H 1.2399 -2.6649 0.8435
H -2.4711 0.1922 -0.3292



Run two
18
Properties=species:S:1:pos:R:3 method="wB97M-V/def2-TZVPD" molar_mass_g_mol=105.1 homo_energy_ev=-8.45 homo_lumo_gap_ev=9.11 smiles="NC(N)=O.CNC"
O 0.0351 -0.7146 -1.9200
N -0.1209 1.5157 -1.5247
N -2.0051 0.1919 -1.5236
N 0.5480 0.0984 1.5272
C 1.8821 -0.1850 1.0305
C -0.2727 -1.0963 1.5777
C -0.6464 0.2549 -1.6802
H -0.7162 2.3184 -1.6376
H 0.1122 0.7765 0.9072
H -0.3389 -1.6171 0.6116
H 0.1611 -1.7826 2.3058
H 2.4492 0.7438 0.9929
H 1.8791 -0.6463 0.0333
H 0.8310 1.6256 -1.8341
H -2.4990 0.9404 -1.0700
H 2.3737 -0.8662 1.7256
H -2.3972 -0.7298 -1.4308
H -1.2751 -0.8277 1.9094



Of them, the most stable is run two and the least stable is run one.



Run one
18
Properties=species:S:1:pos:R:3 method="wB97M-V/def2-TZVPD" molar_mass_g_mol=105.1 homo_energy_ev=-8.26 homo_lumo_gap_ev=9.16 smiles=CNC(N)(N)CO
O 1.7505 0.4637 -1.2721
N -0.9065 0.8360 0.2412
N 1.0545 0.6711 1.4737
N -0.3934 -1.1937 1.3467
C -1.6827 0.4275 -0.9151
C 0.9777 -0.6357 -0.7907
C 0.1168 -0.0489 0.6819
H 1.6973 -1.3193 -0.3321
H -2.2562 -0.4680 -0.6684
H 1.7413 1.1053 0.8657
H 1.5109 0.0655 2.1430
H -1.1866 -1.6136 0.8774
H 0.5215 -1.2359 -1.5856
H -2.3804 1.2246 -1.1654
H -0.8771 0.0693 -1.6928
H 1.1513 1.0807 -1.7078
H -0.5485 1.7771 0.1454
H -0.2904 -1.2056 2.3549



Run two
18
Properties=species:S:1:pos:R:3 method="wB97M-V/def2-TZVPD" molar_mass_g_mol=105.1 homo_energy_ev=-7.94 homo_lumo_gap_ev=8.84 smiles=CN[C@H](O)CNN
O -0.4974 -1.9376 -0.2854
N -2.6602 0.8477 0.2706
N -1.9738 0.4892 -0.9312
N 1.5630 -0.5361 -0.1233
C 2.2856 0.3386 0.7799
C -0.0766 -0.6895 0.1195
C -0.2863 0.4467 -0.8052
H -0.2015 -2.0589 -1.1990
H -0.3048 -0.5196 1.1692
H 1.7995 1.3186 0.8484
H 3.3048 0.5318 0.4214
H 1.9935 -1.4573 -0.1687
H -2.3846 1.7759 0.5842
H -2.4910 0.1897 1.0384
H 0.0032 0.2843 -1.8424
H -2.3561 -0.3917 -1.2813
H 2.3561 -0.0625 1.7979
H -0.0736 1.4307 -0.3931



Run three
18
Properties=species:S:1:pos:R:3 method="wB97M-V/def2-TZVPD" molar_mass_g_mol=105.1 homo_energy_ev=-8.72 homo_lumo_gap_ev=9.68
O -0.6138 5.1901 -3.6448
N -0.3062 -0.5991 0.1836
N -0.3925 -2.7440 1.0601
N -1.3580 -0.8967 2.1973
C -0.7181 -1.4028 1.2254
C 1.0218 -0.6813 -0.3825
C 2.1687 -0.1067 0.4779
H 2.3273 -0.6993 1.3788
H -0.0177 5.8575 -3.9900
H -0.6756 0.3293 0.3214
H -1.6384 -1.6163 2.8607
H 0.9849 -0.1172 -1.3094
H -0.3284 -3.0174 0.0934
H -1.2291 4.9057 -4.3277
H -1.0103 -3.3414 1.5846
H 3.0462 -0.1360 -0.1691
H 1.9503 0.9353 0.6930
H 1.2987 -1.7119 -0.6183



Run four
18
Properties=species:S:1:pos:R:3 method="wB97M-V/def2-TZVPD" molar_mass_g_mol=105.1 homo_energy_ev=-8.15 homo_lumo_gap_ev=8.98 smiles="CNNC.NC=O"
O 2.3894 -0.8758 -1.3217
N -1.5998 -0.2402 -0.1350
N 2.2809 -0.3615 0.8947
N -0.4723 0.8570 -0.2032
C -1.6997 -0.7267 1.2325
C 1.7105 -0.7619 -0.2996
C -0.5109 1.5266 -1.4921
H 0.7844 -1.3642 -0.1605
H -0.2202 2.5750 -1.3704
H 0.1476 1.0611 -2.2338
H 0.3351 1.0600 0.3800
H 1.7524 -0.3951 1.7561
H -0.8764 -1.4002 1.4960
H 3.2873 -0.2431 0.8924
H -1.7300 0.0992 1.9500
H -2.6324 -1.2939 1.3393
H -1.4444 -1.0296 -0.7683
H -1.5016 1.5133 -1.9563



Of them, the most stable is run three and the least stable is run two.



Run one
12
Properties=species:S:1:pos:R:3 method="wB97M-V/def2-TZVPD" molar_mass_g_mol=71.1 homo_energy_ev="-11.39 / -16.14" s2=2.01 homo_lumo_gap_ev="7.53 / 7.74" charge=+1 spin_multiplicity=3
N 0.6035 0.4242 0.7275
N -2.0155 -0.5511 0.1024
C -0.3098 1.4282 -0.0442
C 1.4120 -0.5123 0.1054
C -1.0102 0.2030 0.2573
H -3.0358 -0.1657 -0.0893
H -0.5316 2.4488 0.4195
H 1.1950 -1.4617 0.5089
H -0.2765 1.5057 -1.0947
H 1.1075 -0.6088 -0.9635
H 2.4146 -0.2616 0.1012
H -1.9777 -1.5006 0.4830



Run two
12
Properties=species:S:1:pos:R:3 method="wB97M-V/def2-TZVPD" molar_mass_g_mol=71.1 homo_energy_ev="-8.99 / -16.40" s2=2.01 homo_lumo_gap_ev="5.92 / 8.28" charge=+1 spin_multiplicity=3
N 1.2231 0.0981 -0.6448
N -0.3498 -0.5766 1.3669
C -0.2299 0.1116 0.2071
C -1.1518 -1.0985 0.2613
C 0.2722 1.2730 -0.5618
H -0.2255 1.4959 -1.5615
H 0.7868 2.0143 -0.1290
H -0.7762 -2.0783 0.0079
H 2.0013 0.2469 0.0429
H -0.5511 -0.4093 2.3831
H -2.2280 -0.8641 0.2332
H 1.2287 -0.2128 -1.6053



Of them, the most stable is run one and the least stable is run two.



Run one
13
Properties=species:S:1:pos:R:3 method="wB97M-V/def2-TZVPD" molar_mass_g_mol=200.0 homo_energy_ev=-14.11 homo_lumo_gap_ev=9.19 smiles="NCN(I)C=[NH2+]" charge=+1
I -3.0344 -0.1482 0.0042
N 1.0533 -1.5150 -0.0323
N -0.9752 -0.0966 0.0048
N -0.9311 2.2802 0.0340
C -0.3899 1.0570 0.0186
C -0.3327 -1.3985 0.0456
H 1.5710 -1.9376 -0.8578
H -1.9396 2.3755 0.2533
H -0.9513 -1.9405 -0.6673
H 1.5329 -1.6644 0.8325
H 0.6530 1.2415 -0.0157
H -0.7253 -1.8258 0.9779
H -0.3178 3.1163 -0.1319



Run two
13
Properties=species:S:1:pos:R:3 method="wB97M-V/def2-TZVPD" molar_mass_g_mol=200.0 homo_energy_ev=-14.10 homo_lumo_gap_ev=8.21 charge=+1
I -2.3255 3.0358 0.0140
N -1.8347 1.2980 1.0798
N -0.7418 -0.3614 0.7023
N 0.6000 0.6959 -0.9577
C 0.0813 -0.1921 -0.1664
C 0.6332 -1.6301 -0.4322
H 1.2317 0.5315 -1.6397
H 1.7423 -1.3739 -0.4171
H 0.2479 -2.1719 -1.2671
H -1.1938 1.5795 1.9032
H -0.0083 1.4900 -0.9177
H 0.6099 -2.1900 0.5843
H -2.6309 0.8956 1.4225



Of them, the most stable is run one and the least stable is run two.



Run one
13
Properties=species:S:1:pos:R:3 method="wB97M-V/def2-TZVPD" molar_mass_g_mol=200.0 homo_energy_ev=-13.94 homo_lumo_gap_ev=8.94 charge=+1
I 2.6912 -0.0462 0.2176
N 0.6712 -0.1195 -0.2399
N -0.0595 2.0814 0.5532
N 0.4354 -2.3770 0.3017
C -0.0776 1.1706 -0.5237
C -0.0470 -1.2008 -0.0276
H 1.4054 -2.5352 0.0847
H 0.2775 1.5680 -1.5041
H -1.4050 -0.8950 -0.1491
H -0.9902 2.3612 0.7372
H 0.5594 2.9612 0.6621
H -1.1074 0.9175 -0.6321
H -0.2675 -3.0289 0.6357



Run two
13
Properties=species:S:1:pos:R:3 method="wB97M-V/def2-TZVPD" molar_mass_g_mol=200.0 homo_energy_ev="-14.43 / -14.43" homo_lumo_gap_ev="7.77 / 7.77" smiles="C/C(N)=N/[NH2+]I" charge=+1
I -2.0886 2.7036 -0.0669
N -0.3498 -0.4101 -1.2424
N 0.3401 0.5258 0.8364
N -0.0403 1.7933 0.7092
C 0.6489 -1.8128 0.3170
C 0.2124 -0.4619 -0.0208
H 0.4118 -2.4856 -0.4756
H 0.5629 2.3828 0.1691
H -0.7387 -1.1342 -1.7729
H -0.1242 2.3148 1.6167
H 1.6902 -1.7703 0.3092
H -0.6034 0.4569 -1.6530
H 0.0786 -2.1022 1.2740



Of them, the most stable is run one and the least stable is run two.